[1]
The following is a quantum chemistry calculation of a structure of composition C29H50BrNOP2Ti, from the OMol25 dataset.

Geometry as ORCA input:
```
! wB97M-V def2-TZVPD RIJCOSX def2/J DEFGRID3
* xyz 2 3
N -6.9555 5.5263 -5.5858
C -6.6231 6.1344 -4.4432
C -5.8916 5.4810 -3.4414
C -5.4517 4.1627 -3.6689
C -5.7945 3.5479 -4.8877
C -6.5792 4.2670 -5.8081
C -4.6322 3.4759 -2.6717
Ti 0.1616 -0.1468 1.3567
P 6.3837 -1.0662 0.2097
C -3.4883 2.8033 -2.9867
C -2.6411 2.1671 -2.0035
C -1.4848 1.4435 -2.3989
C -0.6541 0.8487 -1.4570
C -0.9691 0.9396 -0.0793
C -2.1277 1.6181 0.3308
C -2.9407 2.2497 -0.6191
Br 2.2152 -0.8536 2.4330
H -4.9618 3.5698 -1.6353
H -3.1576 2.7696 -4.0346
H -5.6212 6.0114 -2.5235
H -5.4648 2.5377 -5.1220
H -6.9427 7.1716 -4.3013
H -6.8823 3.7972 -6.7435
H -1.2690 1.3706 -3.4725
H -3.8210 2.8141 -0.2924
H 0.2508 0.3348 -1.7787
H -2.4272 1.6694 1.3808
P -0.3402 -2.1857 0.2844
C 5.8063 0.6865 0.3468
C 6.8913 1.6694 -0.1030
H 5.5510 0.8391 1.4058
H 4.8892 0.8067 -0.2487
H 6.7106 2.6470 0.3599
H 7.8892 1.3258 0.1977
H 6.8887 1.8076 -1.1915
C 5.5361 -1.5076 -1.3753
C 6.2129 -2.6661 -2.1102
H 5.5607 -0.5939 -1.9884
H 4.4858 -1.7415 -1.1488
H 5.9265 -2.6396 -3.1694
H 7.3061 -2.5966 -2.0496
H 5.9035 -3.6370 -1.7053
C 5.2423 -1.8658 1.4194
C 5.9328 -2.2170 2.7348
H 4.8249 -2.7611 0.9324
H 4.4022 -1.1767 1.5976
H 5.3593 -2.9969 3.2526
H 6.9453 -2.5945 2.5441
H 6.0046 -1.3538 3.4103
C -0.2033 -3.5926 1.4554
C -1.3657 -4.5903 1.4710
H -0.0071 -3.1815 2.4592
H 0.7235 -4.1115 1.1662
H -2.3031 -4.1421 1.8198
H -1.5392 -5.0257 0.4789
H -1.1101 -5.4157 2.1493
C 0.8030 -2.6967 -1.0662
C 0.2784 -2.6827 -2.5036
H 1.1506 -3.7083 -0.7991
H 1.6743 -2.0283 -0.9663
H -0.2251 -3.6228 -2.7662
H -0.4119 -1.8584 -2.7089
H 1.1320 -2.5770 -3.1856
C -2.0151 -2.2242 -0.4675
C -3.0852 -1.7090 0.4899
H -2.2135 -3.2575 -0.7918
H -1.9589 -1.5922 -1.3686
H -3.8186 -1.1036 -0.0615
H -3.6337 -2.5304 0.9744
H -2.6761 -1.0725 1.2913
C -0.4407 -0.4299 5.3480
C -1.2425 -0.6750 4.0895
O -0.8372 0.2312 3.0388
C -0.5576 1.6526 3.3778
C -1.8066 2.2601 4.0082
H 0.6363 -0.4257 5.1216
H -0.6255 -1.2351 6.0588
H -0.7177 0.4999 5.8457
H -1.0886 -1.6816 3.6816
H -2.3221 -0.5374 4.2142
H 0.3068 1.6765 4.0501
H -0.2836 2.1736 2.4399
H -2.1464 1.7395 4.9107
H -1.5970 3.2917 4.3021
H -2.6317 2.2895 3.2912
*
```

Calculated values
- LUMO energy (alpha / beta): -6.16 / -9.32 eV
- Energy above the lowest of the compared OMol25 structures with the same formula, charge and spin: 0.0 kcal/mol

[2]
The following is a quantum chemistry calculation of a cluster of 5 separate species, C29H50BrO8PS in total, from the OMol25 dataset.

Geometry as ORCA input:
```
! wB97M-V def2-TZVPD RIJCOSX def2/J DEFGRID3
* xyz 0 1
C -1.5706 2.7135 -2.3493
C -0.2518 2.3136 -3.1792
C 0.0450 0.7429 -3.2281
C 1.6392 0.3877 -3.1810
C 2.3466 1.4399 -4.1972
C 2.2466 0.4388 -1.7091
C 3.3544 -0.3724 -1.2968
C 4.0886 -1.4469 -2.2029
Br 2.9250 -3.0297 -2.6404
C 4.8443 -0.8349 -3.4895
C 4.3512 -1.4995 -4.8734
C 3.9080 -0.1877 0.2014
O 4.3186 -1.1267 0.8980
C 3.9141 1.3376 0.7085
P 5.2647 2.0991 1.7704
S 4.5249 3.1458 3.2718
C 2.8108 2.1437 0.3103
O 2.6608 3.5083 0.6188
C 2.5742 4.2075 -0.6740
C 3.5176 5.5236 -0.7091
C 4.6630 5.4849 0.4245
O 2.7492 6.7545 -0.7053
C 1.6771 1.3960 -0.5514
O 0.4771 1.5317 -0.2855
H -2.4497 2.8206 -3.0575
H -1.7785 2.0046 -1.4743
H -1.3936 3.7387 -1.8590
H -0.2841 2.8196 -4.2002
H 0.6224 2.8048 -2.6129
H -0.5211 0.2440 -2.3810
H -0.3921 0.3558 -4.2340
H 1.7305 -0.6236 -3.6945
H 2.7767 2.3412 -3.6363
H 1.6336 1.7559 -5.0393
H 3.2424 0.9719 -4.7402
H 4.9172 -1.9029 -1.5527
H 4.8135 0.2974 -3.4956
H 5.9564 -1.1178 -3.4118
H 4.6688 -2.5985 -4.9476
H 3.2417 -1.3478 -5.0712
H 4.9361 -0.9749 -5.7154
H 5.9903 1.0150 2.3692
H 6.2049 2.8559 0.9957
H 2.9579 3.5546 -1.5392
H 1.4965 4.4967 -0.9292
H 4.0872 5.5097 -1.7085
H 5.3639 4.6278 0.1394
H 5.2195 6.4808 0.3547
H 4.1962 5.3563 1.4488
H 3.2685 7.3489 -1.2913
C -2.4621 -1.7393 -7.1882
C -1.1674 -1.9105 -6.4391
O -0.3617 -1.0005 -6.3448
C -0.9012 -3.2453 -5.8074
H -2.5168 -0.7254 -7.5890
H -2.5075 -2.4470 -8.0185
H -3.3058 -1.8949 -6.5127
H -0.8708 -4.0259 -6.5706
H -1.6743 -3.4685 -5.0692
H 0.0641 -3.2056 -5.3045
C -2.4113 -1.7368 2.0104
C -1.2397 -1.9554 1.0906
O -1.1668 -2.9429 0.3832
C -0.1628 -0.9040 1.0805
H -3.1080 -2.5721 1.9131
H -2.0674 -1.6867 3.0456
H -2.9300 -0.8148 1.7393
H 0.2809 -0.8170 2.0751
H -0.5816 0.0520 0.7692
H 0.6175 -1.1922 0.3726
C -5.2605 -2.6862 4.5914
C -3.9651 -2.8381 5.3421
O -3.1733 -1.9170 5.4294
C -3.6858 -4.1717 5.9805
H -5.3265 -1.6745 4.1848
H -5.2962 -3.3988 3.7644
H -6.1017 -2.8472 5.2669
H -3.6520 -4.9499 5.2149
H -4.4574 -4.3986 6.7180
H -2.7183 -4.1353 6.4857
C -7.6821 -2.1091 9.1340
C -6.5088 -2.3238 8.2156
O -6.4346 -3.3118 7.5068
C -5.4333 -1.2700 8.2089
H -8.3771 -2.9451 9.0347
H -7.3394 -2.0597 10.1695
H -8.2019 -1.1877 8.8637
H -4.9919 -1.1837 9.2040
H -5.8541 -0.3115 7.8981
H -4.6510 -1.5533 7.5031
*
```

Calculated values
- LUMO energy: -1.33 eV
- Structure (SMILES): CCC[C@@H](C)C1=C([C@@H](Br)CC)C(=O)C([PH2]=S)=C(OC[C@H](C)O)C1=O.CC(C)=O.CC(C)=O.CC(C)=O.CC(C)=O

[3]
The following is a quantum chemistry calculation of a cluster of 8 separate species, C29H50O24 in total, from the OMol25 dataset.

Geometry as ORCA input:
```
! wB97M-V def2-TZVPD RIJCOSX def2/J DEFGRID3
* xyz 0 1
C 2.6863 -0.2981 -6.8021
C 3.1099 -0.6059 -8.1740
O 2.0911 -1.3384 -8.6473
C 0.9605 -0.9179 -8.1082
O -0.1845 -1.0354 -8.5622
O 1.2132 -0.3206 -6.9812
H 2.7314 0.7735 -6.6078
H 2.8975 -1.0988 -6.0933
H 4.1540 -0.9111 -8.2445
H 3.1658 0.2695 -8.8210
C -4.1823 2.0310 -4.1398
C -4.0908 2.1187 -2.6022
O -4.4919 0.8762 -2.2067
C -5.2639 0.3196 -3.1418
O -5.9041 -0.7457 -2.9633
O -5.2437 1.0676 -4.1697
H -3.2874 1.6176 -4.6051
H -4.6775 2.8508 -4.6601
H -4.7354 2.9324 -2.2700
H -3.0658 2.2873 -2.2719
C -1.3267 1.1821 6.6107
C -0.7149 1.6245 5.2333
O 0.3354 0.6838 5.1122
C 0.4078 -0.1363 6.1144
O 1.2771 -0.9423 6.1823
O -0.4043 0.2326 7.1039
H -2.3382 0.7786 6.6546
H -1.2686 1.9216 7.4093
H -0.3997 2.6660 5.2967
H -1.4539 1.5649 4.4343
C 3.8550 0.0409 1.7052
C 4.9632 -0.6033 0.8004
C 5.0185 -2.0920 1.0404
O 4.8547 -2.6055 -0.2598
C 4.7091 -1.6033 -1.1889
O 4.7722 -1.6718 -2.4012
O 4.5341 -0.4215 -0.5429
H 3.6817 1.0673 1.3819
H 4.0538 0.0935 2.7756
H 2.9469 -0.5610 1.7385
H 5.9451 -0.1315 0.8382
H 4.2249 -2.3893 1.7259
H 5.9412 -2.3716 1.5488
C 2.1747 8.2484 3.0595
C 2.2330 7.4902 1.6486
O 1.3633 6.3529 1.7681
C 0.7865 5.7753 0.6160
O 0.9661 6.2136 -0.4986
O 0.1329 4.7387 1.0428
C -0.8286 4.2156 0.1819
H 1.1726 8.4700 3.4267
H 2.7507 9.1737 3.0425
H 2.6229 7.5029 3.7164
H 3.2510 7.1215 1.5227
H 1.9039 8.1003 0.8075
H -1.2637 4.8623 -0.5801
H -1.6736 3.9721 0.8260
H -0.3651 3.3003 -0.1863
C 1.2500 -1.6918 -3.3125
C 0.0644 -1.0593 -2.5797
O 0.5791 -0.7352 -1.2806
C 0.0750 0.1708 -0.4919
O -0.9271 0.8598 -0.7438
O 0.6632 0.1514 0.7027
C 0.1893 0.8274 1.8399
H 0.9557 -1.7734 -4.3589
H 1.3245 -2.7173 -2.9504
H 2.1489 -1.0757 -3.3304
H -0.8462 -1.6566 -2.5347
H -0.1299 -0.1028 -3.0649
H -0.7127 0.2869 2.1269
H -0.1247 1.8575 1.6715
H 0.9508 0.7314 2.6140
C -0.0388 -3.1229 3.8091
C -1.2525 -3.3772 4.6834
O -2.3771 -3.5033 3.8220
C -2.9390 -2.3813 3.2986
O -2.5641 -1.2324 3.6245
O -3.9245 -2.6899 2.4165
C -4.4437 -1.6076 1.5843
H 0.1046 -3.9105 3.0694
H 0.7841 -3.2162 4.5177
H -0.0453 -2.1258 3.3687
H -1.5372 -2.7520 5.5298
H -1.1216 -4.3341 5.1886
H -5.2543 -2.0598 1.0128
H -3.6920 -1.3918 0.8251
H -4.9081 -0.7521 2.0747
C -2.6957 -3.7515 -2.6319
C -2.7768 -3.3031 -1.1764
O -1.4267 -3.5593 -0.7331
C -1.0751 -4.6594 0.0119
O -1.5033 -5.8276 -0.0318
O -0.0664 -4.4570 0.8367
C 1.0700 -3.6721 0.4158
H -1.8993 -3.2663 -3.1963
H -3.6897 -3.6830 -3.0739
H -2.5318 -4.8278 -2.6847
H -3.5160 -3.8616 -0.6021
H -3.0121 -2.2392 -1.2048
H 1.4937 -3.8764 -0.5675
H 1.7949 -3.7415 1.2269
H 0.8601 -2.6271 0.6438
*
```

Calculated values
- LUMO energy: 0.24 eV
- Structure (SMILES): C[C@H]1COC(=O)O1.CCOC(=O)OC.CCOC(=O)OC.CCOC(=O)OC.CCOC(=O)OC.O=C1OCCO1.O=C1OCCO1.O=C1OCCO1
- Energy above the lowest of the compared OMol25 structures with the same formula, charge and spin: 82.2 kcal/mol

In eV/A, the maximum force values for the records above are, in order, 4.4 3.6 5.9.